Entry from OMol25: a cluster of 2 separate species, C4H9N2 in total at a distorted geometry (ωB97M-V/def2-TZVPD).

Each line ends with the Mulliken charge.
CARTESIAN COORDINATES (ANGSTROEM)
C 0.00775 -1.62079 -0.91166  -0.524
C -0.89255 -1.98512 -1.76390  -0.019
C -0.06701 1.21461 -0.61187  -0.282
C 0.76677 1.17716 1.88334  -0.754
N -1.28346 -1.47480 -0.34751  -0.409
N 0.59387 0.79355 0.43332  0.023
H 1.02471 -1.59705 -0.51160  0.382
H -1.31182 -2.26597 -2.68019  0.386
H -0.89281 1.95017 -0.55209  0.350
H 0.14594 0.62778 -1.55795  0.414
H -1.68519 -0.57019 -0.45841  0.234
H 1.85266 1.53370 2.23547  0.287
H 0.01043 1.90005 2.00008  0.322
H 0.48321 0.25057 2.51162  0.336
H 1.24749 0.06633 0.33135  0.253

As for the total charge: +1. The calculation puts the maximum force at 0.0606 Eh/bohr. The value obtained for the electronic energy is -7261.4771 eV. For the highest occupied orbital energy, the calculation gives -0.45539 Ha. The calculation puts the HOMO-LUMO gap at 6.89 eV.